Formula: C7H13OP
Source: the OMol25 dataset
Level of theory: the ωB97M-V functional and the def2-TZVPD basis

Geometry (Å):
P  -1.19567  0.39030  -0.02680
O  -1.78269  1.59996  -0.64185
C  1.02415  -0.87119  0.97378
C  -2.45246  -0.75581  0.61432
C  1.24980  1.66443  1.06714
C  0.61905  0.31603  -2.23622
C  -0.06357  -0.55296  -1.19462
C  0.46792  0.38807  1.53774
C  0.83046  -1.31229  -0.30120
H  -2.09937  -1.60731  1.11248
H  1.61875  -1.48769  1.64438
H  1.65041  0.37610  -1.95937
H  -3.29006  -0.84090  -0.22282
H  1.30289  2.35491  1.94217
H  -2.89402  -0.29861  1.51285
H  2.17953  1.26473  0.89529
H  0.12947  1.22909  -2.12966
H  1.33581  -2.06957  -0.85399
H  0.45146  -0.25674  -3.09030
H  -0.11384  0.31171  2.41903
H  -0.85383  -1.16514  -1.74849
H  0.73981  2.17177  0.31166

Spin multiplicity ... 1
DFT total energy ... -18804.25506 eV
SMILES ... C[C@@H]1C=C[C@H](C)[P@]1(C)=O
Gap between HOMO and LUMO ... 9.30 eV

Atom charges from the natural (NBO) analysis, given in e for atoms 1 to 6: P 1.809; O -1.087; C -0.223; C -1.035; C -0.621; C -0.612

***

Formula: C7H13OP
Source: the OMol25 dataset
Level of theory: the ωB97M-V functional and the def2-TZVPD basis

Geometry (Å):
P  -1.12929  0.00190  0.18401
O  -2.22336  -0.70708  -0.90782
C  0.63461  -0.41505  -0.34284
C  -1.93126  -0.40197  1.89472
C  0.50624  -1.04639  -1.67684
C  1.30338  -1.15401  0.75290
C  -0.91531  1.77884  -0.13197
C  0.30843  2.02300  -0.53254
C  1.33024  1.01037  -0.60280
H  1.66856  -0.42992  1.53482
H  2.18802  1.39622  0.03165
H  -2.30373  0.57661  2.27412
H  1.64903  0.92206  -1.63331
H  -0.37380  -1.81961  -1.84893
H  -1.23534  -0.85462  2.62809
H  -1.77506  2.48071  0.18743
H  0.53297  3.11642  -0.64057
H  2.16050  -1.70828  0.38200
H  1.44302  -1.56127  -1.94071
H  -2.74028  -1.02656  1.66401
H  0.63850  -1.86747  1.17189
H  0.26394  -0.31391  -2.44729

Expectation value of S² ... 2.01
Spin multiplicity ... 3
DFT total energy ... -18800.28195 eV
Gap between HOMO and LUMO (alpha / beta) ... 4.93 / 6.63 eV

Atom charges from the natural (NBO) analysis, given in e for atoms 1 to 6: P 1.442; O -0.540; C -0.300; C -0.894; C -0.640; C -0.613

***

Formula: C7H14
Source: the OMol25 dataset
Level of theory: the ωB97M-V functional and the def2-TZVPD basis

Geometry (Å):
C  1.26952  -1.45106  -1.41827
C  -1.12813  0.84248  -0.85136
C  1.93669  -0.68288  0.87212
C  -0.22459  1.88908  -0.26656
C  -1.95813  0.02585  -0.19982
C  2.20097  -1.03836  -0.56306
C  -2.21268  -0.01968  1.27957
H  3.23845  -0.97944  -0.89453
H  2.40648  0.26803  1.15141
H  -2.14544  -1.04483  1.66265
H  0.86106  -0.60821  1.06706
H  1.51230  -1.73664  -2.43835
H  -1.07786  0.74760  -1.93662
H  -3.22565  0.33808  1.50230
H  -0.56582  2.89490  -0.54144
H  0.79216  1.77049  -0.66028
H  0.22490  -1.50928  -1.12260
H  2.35039  -1.45167  1.53681
H  -1.51127  0.59893  1.84683
H  -2.53526  -0.68378  -0.79431
H  -0.17095  1.84116  0.82497

Spin multiplicity ... 1
DFT total energy ... -7484.75361 eV
SMILES ... C/C=C\C.C=CC
Gap between HOMO and LUMO ... 10.23 eV

Atom charges from the natural (NBO) analysis, given in e for atoms 1 to 6: C -0.409; C -0.177; C -0.653; C -0.658; C -0.200; C -0.176

***

Formula: C7H14
Source: the OMol25 dataset
Level of theory: the ωB97M-V functional and the def2-TZVPD basis

Geometry (Å):
C  2.22502  -0.50356  -0.35232
C  1.62872  -0.18673  0.99084
C  -2.57669  -0.66314  -1.11229
C  -2.00302  -0.01843  -0.10003
C  1.56322  0.29339  -1.48095
C  -1.74225  1.45787  -0.05615
C  0.89034  -1.02640  1.71140
H  0.68093  -2.03678  1.36280
H  -2.26281  1.92569  0.78838
H  3.30111  -0.28348  -0.33317
H  2.12348  -1.57768  -0.55007
H  1.63992  1.37255  -1.30008
H  1.81090  0.82090  1.37102
H  -2.91411  -0.13870  -2.00463
H  2.03979  0.08192  -2.44415
H  0.46694  -0.74122  2.67127
H  -0.67111  1.65383  0.07925
H  -1.67598  -0.58483  0.77212
H  -2.07047  1.94944  -0.97797
H  -2.73487  -1.73816  -1.08598
H  0.50032  0.03770  -1.55884

Spin multiplicity ... 1
DFT total energy ... -7484.69288 eV
SMILES ... C=CCC.C=CC
Gap between HOMO and LUMO ... 10.68 eV

Atom charges from the natural (NBO) analysis, given in e for atoms 1 to 6: C -0.440; C -0.163; C -0.416; C -0.164; C -0.603; C -0.652

***

Formula: C7H14
Source: the OMol25 dataset
Level of theory: the ωB97M-V functional and the def2-TZVPD basis

Geometry (Å):
C  -0.83596  -0.87840  0.52513
C  0.62662  0.20783  -2.44124
C  -0.67651  -1.30573  -0.92062
C  0.90920  2.36339  0.78500
C  0.08336  -1.53274  1.52096
C  0.59063  -0.75318  -1.52240
C  -1.72826  0.04237  0.88017
H  1.56597  0.59989  -2.81994
H  -0.13278  -2.60495  1.60553
H  -0.01463  -1.08573  2.51400
H  1.70124  3.08769  0.57593
H  0.66912  1.80094  -0.11990
H  -1.53804  -0.96481  -1.50528
H  0.01425  2.88606  1.13236
H  -0.28579  0.64826  -2.83819
H  -2.38207  0.51140  0.14870
H  1.52865  -1.15861  -1.14282
H  -0.65803  -2.40413  -0.97574
H  -1.82415  0.37784  1.91016
H  1.13209  -1.44334  1.21389
H  1.24057  1.66527  1.55894

Spin multiplicity ... 1
DFT total energy ... -7484.83620 eV
SMILES ... C=CCC(=C)C.C
Gap between HOMO and LUMO ... 10.39 eV

Atom charges from the natural (NBO) analysis, given in e for atoms 1 to 6: C 0.042; C -0.401; C -0.479; C -0.855; C -0.649; C -0.160

***

Formula: C7H14
Source: the OMol25 dataset
Level of theory: the ωB97M-V functional and the def2-TZVPD basis

Geometry (Å):
C  -0.27215  -0.64108  1.23610
C  -1.50567  -1.57986  1.24925
C  1.61954  0.94550  -1.67952
C  -0.10521  -0.06150  -0.23741
C  1.05691  0.97506  -0.27324
C  2.63995  1.71981  -2.14999
C  -2.88653  -1.07462  1.48465
H  3.30094  1.32140  -2.81626
H  -3.75910  -1.65113  1.58374
H  2.72504  2.83101  -2.02036
H  -3.05604  -0.26789  0.64341
H  -1.06744  0.44390  -0.39000
H  0.16380  -1.07928  -0.79138
H  1.81530  0.49355  0.43537
H  0.60374  -1.27065  1.51805
H  -1.17767  -2.50255  1.92014
H  1.19715  0.09068  -2.20169
H  -1.52091  -1.99471  0.19766
H  0.74468  2.02186  0.03405
H  -0.36697  0.34120  1.75409
H  -2.88354  -0.47722  2.35417

Spin multiplicity ... 1
DFT total energy ... -7483.00235 eV
SMILES ... C=CCCCCC
Gap between HOMO and LUMO ... 10.00 eV

Atom charges from the natural (NBO) analysis, given in e for atoms 1 to 6: C -0.400; C -0.403; C -0.154; C -0.395; C -0.468; C -0.405

***

Computed values of energy relative to the best compared isomer or geometry (same formula, charge and spin) (unit: kcal per mole) for the preceding records, in sequence: 28.5 43.2 35.5 36.9 33.6 75.9.